# 1
40
Properties=species:S:1:pos:R:3:forces:R:3 method="wB97M-V/def2-TZVPD" smiles="CCOC(=O)[C@H](C(=O)Nc1nccs1)C1CCCCC1" de_lowest_kcal_mol=8.86 homo_energy_ev=-8.798 energy_ha=-1278.93326
C 1.155569 1.459932 -0.165779 0.244 0.218 0.186
H 2.793693 2.734538 0.406131 0.039 0.090 0.032
C -2.275995 1.231437 0.530387 -1.038 0.539 -0.518
H 2.169933 -1.051719 -0.616718 0.002 -0.065 0.015
C -2.579674 1.170624 -1.636051 -0.674 0.279 -0.193
C 2.544390 -0.571308 0.286744 0.184 0.146 0.181
O -0.378811 0.426359 3.399852 0.153 -0.052 0.133
O -1.716886 -1.603726 0.623907 0.030 -0.096 0.336
H -1.083618 -3.897273 -0.717090 0.048 -0.050 -0.041
N -1.723423 1.081990 1.766692 -0.303 0.396 0.668
N -1.767710 0.878668 -0.592633 0.540 -0.015 0.577
H -2.456226 -1.917299 -1.271764 -0.086 -0.019 0.155
C -3.748026 1.775858 -1.315303 0.062 -0.020 0.053
C 0.211845 -0.452848 1.267639 0.275 0.000 -0.040
C -2.092266 -3.823050 -0.318919 0.042 0.394 0.098
H -3.543621 -2.267503 0.107360 0.120 0.040 -0.062
H 4.403699 1.887674 -1.273633 0.007 -0.019 -0.090
C 1.462698 0.356865 0.844165 -0.229 -0.261 -0.275
H 2.188169 3.023778 -1.226888 0.007 0.074 0.050
H 2.778175 -1.349410 1.017356 -0.049 -0.086 0.014
H 4.567210 -0.455428 -0.443221 0.061 0.000 0.067
H -2.111663 -4.250618 0.680605 -0.028 -0.083 0.068
H 0.586119 -1.278751 1.891549 -0.154 0.149 -0.025
H 3.144742 0.867129 -1.978888 0.013 -0.017 -0.110
H -2.224308 1.535022 2.524675 0.245 -0.138 -0.080
C 2.421935 2.245224 -0.497876 -0.101 -0.123 -0.206
C 3.807908 0.218411 -0.041441 -0.090 -0.135 -0.224
C -0.544471 -1.151801 0.148662 0.277 -0.261 0.089
H 0.403905 2.140011 0.239178 -0.071 0.010 -0.066
C -2.524900 -2.365036 -0.274906 -0.125 -0.249 -0.380
H 0.752141 1.010034 -1.072167 -0.057 0.033 -0.008
H -2.250155 0.915572 -2.626045 -0.028 -0.016 -0.243
O -0.120096 -1.407822 -0.943784 0.091 -0.192 -0.065
H -4.536176 2.106368 -1.959279 -0.143 0.074 -0.194
C 3.498751 1.318583 -1.050113 0.137 0.166 0.273
H 1.849122 0.821147 1.760836 -0.041 -0.060 -0.015
H 4.206814 0.665444 0.872627 0.085 0.013 0.050
S -3.863905 1.996796 0.392844 0.601 -0.345 -0.133
C -0.638027 0.360217 2.220537 0.028 -0.224 -0.008
H -2.766869 -4.384089 -0.959250 -0.074 -0.096 -0.066

***

# 2
40
Properties=species:S:1:pos:R:3:forces:R:3 method="wB97M-V/def2-TZVPD" smiles="CC(C)[C@H](N)C(=O)N[C@@H](Cc1ccc(O)cc1)C(=O)O" de_lowest_kcal_mol=137.54 homo_energy_ev=-8.642 energy_ha=-955.80198
C -3.705729 -0.416941 1.434575 -0.696 -0.421 0.471
C 3.902926 -0.004595 -0.564548 -3.063 -0.039 -3.800
C -5.555319 -0.283593 -0.239931 2.423 0.404 2.741
C 5.310148 -0.499810 -0.608491 0.486 -1.624 2.726
C -0.648551 1.929086 0.285855 -2.114 1.595 0.632
H -1.165430 0.310522 -1.383343 1.657 1.776 1.954
H 1.446575 0.503834 -1.135314 -0.760 0.353 -0.738
C -2.810897 -0.525662 0.342841 -0.539 0.564 -0.817
H 2.910236 -2.711718 -0.038700 1.147 3.029 1.882
C -4.579956 -0.384075 -1.361724 -1.500 0.914 1.987
N 0.786724 0.087695 -0.496464 1.053 -0.642 1.452
C -5.111899 -0.299513 1.204454 3.276 -0.533 -4.417
O -1.833781 2.572224 0.717328 0.127 -1.631 -0.753
O 1.166801 -0.158410 1.792906 -0.938 -0.106 0.226
H -0.967065 -1.545369 -0.177029 -0.805 1.772 1.796
H -7.119734 -0.732060 -1.283610 0.276 3.201 4.261
C 3.107559 -0.562533 0.545140 -1.141 0.241 -0.377
H -1.044110 -0.729922 1.522430 0.119 0.434 -1.239
C -1.341740 -0.583388 0.448996 1.569 -2.978 0.518
H -5.683412 -0.314167 2.079828 -1.576 0.182 0.555
H 3.370411 -0.401107 -1.547147 0.929 0.761 1.368
H -3.348058 -0.536836 2.545335 -0.466 0.442 -2.407
H -2.401451 -0.651069 -1.812896 -1.810 0.228 1.204
N 3.365300 -1.947625 0.656457 -1.175 -4.232 -0.983
H 4.231981 2.168507 -1.216404 1.101 -0.470 -0.996
H -2.668655 2.076097 0.627759 0.541 -0.239 -0.155
C 1.564064 -0.181193 0.655306 0.913 0.277 -0.116
H -4.945219 -0.176972 -2.413913 0.487 -0.636 1.372
H 2.710615 2.086402 -0.649541 1.022 -2.044 0.368
H 4.034475 1.956527 0.372962 0.814 0.329 2.314
C -3.208177 -0.493400 -1.006405 -1.632 -0.568 -0.595
H 5.746647 -0.020323 0.279349 0.571 -0.003 -0.185
C -0.623385 0.503567 -0.351008 0.445 -0.370 -0.866
H 3.574903 -0.072935 1.380635 -0.285 -0.040 1.084
H 5.696316 -0.037550 -1.470091 1.302 -0.127 -1.170
O -6.910211 -0.085471 -0.324808 -0.243 -3.650 -5.686
O 0.289607 2.625633 0.494397 1.360 -0.720 -0.604
H 3.221394 -2.314742 1.586622 -0.172 0.114 0.012
H 5.503115 -1.673637 -0.373025 -0.777 2.971 -1.342
C 3.732982 1.524511 -0.518781 -1.928 1.490 -1.679

***

# 3
41
Properties=species:S:1:pos:R:3:forces:R:3 method="wB97M-V/def2-TZVPD" de_lowest_kcal_mol=132.03 homo_energy_ev=-8.569 energy_ha=-1353.95901
H -3.052484 -2.434032 0.519410 -0.617 1.135 -0.335
C 1.594953 -0.506023 -0.504225 -2.146 -0.174 -2.885
H -0.438949 3.011853 0.576905 1.034 1.657 1.257
H -4.600237 -2.888415 -0.907120 -1.658 -0.189 -0.379
H 1.555405 -0.925432 -1.647068 0.643 0.978 2.691
O -5.329028 -2.216691 -0.954412 2.009 -0.694 -0.087
C 5.979223 1.276652 -0.761281 0.990 2.566 0.311
O 0.029800 -2.475914 -0.346342 5.672 4.509 3.950
H -2.068347 1.927759 2.159793 -0.297 0.479 -0.048
S 5.713634 -0.336535 0.014220 0.106 0.437 -0.028
N -1.266292 2.581731 -1.175928 -1.301 3.140 0.468
H 1.174586 -2.817731 1.780956 -0.186 -0.408 0.065
C -4.561821 -1.172040 -0.515861 1.443 0.996 1.798
H -1.935599 -0.426006 1.754077 -1.496 0.124 -1.593
C 4.124724 -0.718682 -0.673139 -0.867 -2.071 0.408
N 0.511931 0.583544 -0.598885 -0.041 -2.255 -2.592
C -1.058307 2.230048 0.296717 -1.735 -1.223 -1.219
C -0.065052 1.043247 0.541671 0.871 0.013 2.509
C 2.949423 0.038965 -0.095659 0.352 2.000 -0.764
H 3.095074 1.096899 -0.502643 -0.776 -1.159 0.487
H -4.456908 2.306539 -0.579288 -0.515 0.103 -0.099
H 5.429700 1.251381 -1.932038 1.973 0.569 3.610
H -2.861127 3.073239 1.082550 -1.887 3.468 -0.128
C -2.403422 2.189898 1.146388 3.308 -5.365 -0.418
H 4.186706 -0.643364 -1.749804 -0.085 0.384 -0.429
H 0.026547 0.543017 -1.644678 1.195 0.900 4.277
H 3.009203 0.163393 0.977375 0.045 -0.303 0.285
H -2.272429 2.343557 -1.548752 2.457 0.724 1.259
O 1.670928 -2.084550 1.406554 -1.524 1.056 -2.665
H -5.887195 0.074059 -1.386903 1.237 0.993 0.538
C -4.932161 0.131572 -0.772698 -2.519 0.383 -1.735
C -3.237486 0.986458 0.621110 0.938 2.149 0.071
O 0.360518 0.734801 1.736304 -1.764 0.967 -4.778
C 1.005432 -1.723379 0.230100 -3.250 -4.416 -1.500
H 7.189101 1.353230 -0.704809 -2.954 0.017 -0.924
H 5.680834 2.359752 0.051731 0.349 -3.438 -2.883
H 3.929816 -1.810562 -0.530082 0.490 0.576 0.202
C -4.276744 1.283276 -0.311882 1.193 -3.098 1.342
C -3.436955 -1.394865 0.297608 1.395 0.204 1.621
H -1.144592 3.767771 -1.143410 -0.887 -4.529 -0.622
C -2.774217 -0.291872 0.973339 -1.199 -1.204 -1.038

***

# 4
44
Properties=species:S:1:pos:R:3:forces:R:3 method="wB97M-V/def2-TZVPD" homo_energy_ev=0.396 energy_ha=-1579.66379 charge=-2
H -0.995833 -4.309752 2.402212 -0.024 1.119 -1.022
O 5.758005 -2.345756 3.568176 0.471 0.116 -0.165
C -1.188461 3.010651 -1.554502 -0.427 1.362 0.185
C -1.486453 -0.575987 3.822262 0.724 -0.290 -0.460
C -1.825037 0.885200 -3.131512 -0.732 0.148 -1.002
H -2.096958 0.024317 3.077679 0.653 -0.736 1.019
O -0.014123 -2.505479 3.855184 -2.905 1.304 -2.615
H -2.593159 0.107277 -2.776789 1.655 0.927 -0.303
H -2.462481 3.016921 -3.370914 0.326 -1.008 1.288
O 3.587936 -1.288323 3.516784 -0.758 0.803 -0.370
O 3.821173 -3.592166 2.825914 -0.479 -0.348 -0.602
N 0.494063 3.850204 -3.352385 -0.151 0.954 0.553
C -0.313663 0.442032 -2.970220 -0.247 -1.068 0.097
H 1.643141 -2.087697 1.963786 -0.421 0.778 -1.229
H -3.222076 2.166681 -1.942198 1.235 0.076 -0.604
H -2.107887 -0.954381 4.700819 0.654 0.438 -1.334
C -0.876393 -0.858496 -0.518539 -1.469 -0.545 1.435
H 2.216860 0.175467 -2.063303 -1.050 -0.758 1.310
H -2.018672 0.963669 -4.266809 0.395 -0.076 1.608
N -1.151004 -2.196281 1.746763 1.121 -0.002 -0.136
H 0.938499 4.734097 -3.667352 -0.136 -0.994 0.104
C -2.242754 2.289805 -2.503442 0.117 0.382 -0.297
H -1.199628 5.035799 -2.535037 1.035 -1.023 -0.162
H 1.237967 3.280792 -2.913674 -0.469 0.523 -0.417
H 0.425668 1.291497 -3.158895 -1.269 -1.045 0.269
H -0.799666 -4.055545 0.588638 -0.403 0.794 1.217
H -2.440106 -3.847035 1.382362 1.573 0.137 0.102
H -0.434614 2.340025 -1.036015 -0.936 0.566 -0.829
O 3.370327 -0.733830 0.210819 -5.076 -0.528 -1.183
H -1.796594 3.502463 -0.706455 0.988 -0.749 -1.130
C -0.420492 4.260172 -2.248921 -0.125 -0.705 2.128
C 2.123320 -0.878887 0.001447 2.467 0.173 1.017
H -0.100581 -0.327124 -3.802327 -0.349 1.040 1.232
H -0.646187 0.058149 4.284853 -1.208 -0.985 -0.860
O 4.062649 -2.996313 5.162225 -0.145 -0.154 0.430
S 4.307094 -2.556587 3.771305 0.476 -0.357 0.483
H 0.198096 4.723450 -1.389365 -0.977 -0.435 -1.127
C -0.801370 -1.864802 3.131495 1.842 -0.055 2.723
C -0.231419 -1.568691 0.766367 2.352 0.440 0.296
C 1.486190 -0.287960 -1.310322 -2.317 -0.101 -0.018
C 0.086113 -0.251980 -1.602292 2.957 -0.003 1.046
C -1.309880 -3.660499 1.523673 -1.408 -1.188 -0.197
C 1.152746 -1.599153 1.046471 -0.901 0.845 -1.679
O -2.134356 -0.815944 -0.527968 3.342 0.229 -0.802

***

# 5
38
Properties=species:S:1:pos:R:3:forces:R:3 method="wB97M-V/def2-TZVPD" de_lowest_kcal_mol=0.00 homo_energy_ev="-6.262 / -6.263" energy_ha=-922.69226
H -2.898229 1.045164 3.147009 1.879 3.041 0.531
H 0.292479 -0.510018 4.623741 -0.170 -0.067 0.577
H -1.333842 -1.148090 0.076462 0.095 0.108 -0.823
H -1.696413 0.611979 0.063183 0.533 0.165 -0.551
H 1.100593 0.972456 -4.328030 -0.057 0.679 0.083
H -2.010934 -0.437136 1.469377 2.977 0.795 -4.034
H 0.940189 4.541845 -1.848343 -0.159 -0.271 0.011
N 0.768578 -1.542106 -1.160430 -1.311 -0.379 -2.341
Pb 1.508506 -0.350727 0.522276 -0.866 1.132 5.333
H -2.983169 -0.352920 3.571541 0.911 -2.197 1.003
H -1.108931 -0.653981 3.531671 -1.041 -1.415 0.325
C 0.798154 -0.760424 -2.306966 -0.132 -3.859 0.126
H 0.741095 -0.887936 -4.439544 -0.101 -0.696 0.232
C 0.426184 -2.860004 -1.148573 0.659 2.106 -0.027
H 0.123461 -4.607364 -2.255343 -0.084 0.070 -0.388
H 1.045649 1.124156 4.670361 -0.674 0.480 0.214
N 0.927698 1.288373 -1.003376 -0.500 0.605 -1.160
H 1.155702 3.504520 -4.128386 0.024 0.103 0.074
H 0.718851 3.061853 0.122105 0.197 -0.402 0.135
C 0.847558 2.633994 -0.865165 0.211 -1.137 -0.880
C 0.922593 3.460163 -1.972605 0.217 0.294 -0.307
C -2.057385 -0.528282 2.985647 -0.949 -3.744 2.835
O 1.482613 -0.002284 3.037579 0.213 -0.290 -1.357
C 0.313234 -3.542551 -2.335027 -0.156 -0.874 0.601
C 1.062073 2.900396 -3.237086 -0.222 -1.517 -0.063
H -2.287962 -1.548988 2.474657 0.543 1.950 0.092
C 0.480530 -2.879029 -3.527256 0.267 1.713 -0.103
H -1.861657 1.773995 1.921424 0.329 -2.668 0.399
H 2.005139 -0.193110 5.014147 0.381 -0.734 0.411
H 0.442724 -3.421385 -4.457568 -0.051 0.070 -0.166
C 0.938429 0.685294 -2.236635 0.014 2.391 0.860
C 1.024500 1.492488 -3.373048 0.134 0.333 0.147
C 0.680644 -1.473353 -3.514712 -0.106 -0.036 -0.148
C -1.220037 -0.198089 0.618488 -0.742 -2.157 -0.594
H -0.881466 1.087574 3.331134 -1.897 0.987 -0.446
C 1.173608 0.082489 4.373212 0.544 0.491 -0.725
C -1.844563 0.929378 2.734254 -1.184 4.760 0.757
H 0.263821 -3.298335 -0.150167 0.276 0.169 -0.633

***

What did the second record say?
40
Properties=species:S:1:pos:R:3:forces:R:3 method="wB97M-V/def2-TZVPD" smiles="CC(C)[C@H](N)C(=O)N[C@@H](Cc1ccc(O)cc1)C(=O)O" de_lowest_kcal_mol=137.54 homo_energy_ev=-8.642 energy_ha=-955.80198
C -3.705729 -0.416941 1.434575 -0.696 -0.421 0.471
C 3.902926 -0.004595 -0.564548 -3.063 -0.039 -3.800
C -5.555319 -0.283593 -0.239931 2.423 0.404 2.741
C 5.310148 -0.499810 -0.608491 0.486 -1.624 2.726
C -0.648551 1.929086 0.285855 -2.114 1.595 0.632
H -1.165430 0.310522 -1.383343 1.657 1.776 1.954
H 1.446575 0.503834 -1.135314 -0.760 0.353 -0.738
C -2.810897 -0.525662 0.342841 -0.539 0.564 -0.817
H 2.910236 -2.711718 -0.038700 1.147 3.029 1.882
C -4.579956 -0.384075 -1.361724 -1.500 0.914 1.987
N 0.786724 0.087695 -0.496464 1.053 -0.642 1.452
C -5.111899 -0.299513 1.204454 3.276 -0.533 -4.417
O -1.833781 2.572224 0.717328 0.127 -1.631 -0.753
O 1.166801 -0.158410 1.792906 -0.938 -0.106 0.226
H -0.967065 -1.545369 -0.177029 -0.805 1.772 1.796
H -7.119734 -0.732060 -1.283610 0.276 3.201 4.261
C 3.107559 -0.562533 0.545140 -1.141 0.241 -0.377
H -1.044110 -0.729922 1.522430 0.119 0.434 -1.239
C -1.341740 -0.583388 0.448996 1.569 -2.978 0.518
H -5.683412 -0.314167 2.079828 -1.576 0.182 0.555
H 3.370411 -0.401107 -1.547147 0.929 0.761 1.368
H -3.348058 -0.536836 2.545335 -0.466 0.442 -2.407
H -2.401451 -0.651069 -1.812896 -1.810 0.228 1.204
N 3.365300 -1.947625 0.656457 -1.175 -4.232 -0.983
H 4.231981 2.168507 -1.216404 1.101 -0.470 -0.996
H -2.668655 2.076097 0.627759 0.541 -0.239 -0.155
C 1.564064 -0.181193 0.655306 0.913 0.277 -0.116
H -4.945219 -0.176972 -2.413913 0.487 -0.636 1.372
H 2.710615 2.086402 -0.649541 1.022 -2.044 0.368
H 4.034475 1.956527 0.372962 0.814 0.329 2.314
C -3.208177 -0.493400 -1.006405 -1.632 -0.568 -0.595
H 5.746647 -0.020323 0.279349 0.571 -0.003 -0.185
C -0.623385 0.503567 -0.351008 0.445 -0.370 -0.866
H 3.574903 -0.072935 1.380635 -0.285 -0.040 1.084
H 5.696316 -0.037550 -1.470091 1.302 -0.127 -1.170
O -6.910211 -0.085471 -0.324808 -0.243 -3.650 -5.686
O 0.289607 2.625633 0.494397 1.360 -0.720 -0.604
H 3.221394 -2.314742 1.586622 -0.172 0.114 0.012
H 5.503115 -1.673637 -0.373025 -0.777 2.971 -1.342
C 3.732982 1.524511 -0.518781 -1.928 1.490 -1.679